12
Properties=species:S:1:pos:R:3:forces:R:3:mulliken_charge:R:1 method="wB97M-V/def2-TZVPD" homo_lumo_gap_ha=0.352 fmax_ev_per_a=3.7 e_lumo_ev=0.2 homo_energy_ev=-9.3
C -0.35225 -0.97583 1.10228 1.4 1.7 0.7 0.09
C -1.09959 -1.95938 1.08790 -1.8 -2.5 0.0 -0.41
C -0.48754 1.22128 0.65766 3.6 -0.2 -1.0 -0.56
C 0.49062 0.20115 1.19692 -2.9 -0.6 0.0 -0.56
C -0.10528 -0.06883 -0.07868 0.6 0.6 -1.1 0.62
C 0.29574 -0.47204 -1.47060 0.2 0.1 -1.0 -1.03
H -1.48623 1.27936 0.90927 -1.7 0.5 1.2 0.32
H 0.19077 2.11058 0.53099 -1.5 -0.4 -0.8 0.23
H 1.40728 0.31054 1.61544 2.5 0.2 1.0 0.45
H -0.35996 -1.28917 -1.89479 0.5 1.1 0.6 0.30
H 1.36121 -0.83640 -1.61359 -1.2 0.6 0.5 0.25
H 0.14522 0.47873 -2.04279 0.3 -1.1 -0.1 0.31



24
Properties=species:S:1:pos:R:3:forces:R:3:mulliken_charge:R:1 method="wB97M-V/def2-TZVPD" homo_lumo_gap_ha=0.194 fmax_ev_per_a=4.5 e_lumo_ev=-4.9 charge=+1 homo_energy_ev=-10.1
C -2.39940 -1.10116 2.19265 -0.4 -0.3 1.2 0.19
C 1.37561 0.41996 0.28457 1.7 -0.8 -0.8 0.10
C -1.94641 0.20623 0.18068 0.4 -0.6 -1.7 -0.42
C -1.82872 -1.93817 3.20649 -3.6 -1.9 1.5 -0.96
C -2.28433 -0.41572 -1.16682 1.7 1.0 -1.6 -0.98
C 3.43310 0.90206 -0.89757 -0.8 0.4 -2.4 -0.82
C 1.22392 1.21323 -1.96501 0.2 3.8 -0.7 -0.62
N -2.09722 -0.47700 1.26029 0.4 1.6 -1.8 -0.07
N 1.94425 0.76314 -0.83278 0.2 -0.5 4.5 0.12
H 0.33827 0.40821 0.42167 -1.9 0.2 -0.6 0.02
H 1.85608 -0.06279 1.15590 0.8 0.9 -0.8 0.27
H -1.80094 1.26280 0.18600 -0.1 0.6 0.6 0.60
H -1.05485 -1.55404 3.81345 0.7 0.9 0.7 0.34
H -1.45961 -2.84952 2.76715 0.1 -0.5 -0.3 0.29
H -2.80895 -2.20492 3.81894 2.6 0.1 -0.4 0.26
H -1.91032 0.32309 -2.05229 -0.7 -1.9 2.0 0.20
H -3.34762 -0.45331 -1.30278 -0.7 -0.2 -0.1 0.37
H -1.86161 -1.45088 -1.33286 -0.4 1.2 0.2 0.28
H 3.54844 1.12549 -1.97162 0.8 -0.6 0.5 0.31
H 3.97286 1.68286 -0.38869 -0.9 0.8 0.7 0.34
H 3.85309 0.00098 -0.57359 0.7 -1.5 0.0 0.40
H 1.57240 0.72042 -2.83835 0.6 -0.4 -0.8 0.35
H 0.14897 1.13075 -1.96150 -0.2 -0.2 0.7 0.04
H 1.53300 2.34829 -2.00393 -0.9 -2.0 -0.5 0.39



31
Properties=species:S:1:pos:R:3:forces:R:3:mulliken_charge:R:1 method="wB97M-V/def2-TZVPD" homo_lumo_gap_ha=0.269 fmax_ev_per_a=0.7 e_lumo_ev=-3.8 charge=+1 homo_energy_ev=-11.2
Cs -0.23553 3.07515 4.65037 0.1 0.0 0.0 1.03
C -1.32085 -1.74247 -0.78103 0.0 -0.3 0.5 -1.65
C 0.01183 -1.02260 -1.07507 -0.2 -0.3 -0.3 1.55
C -0.24304 0.17739 -1.99537 -0.5 0.2 -0.3 -1.16
C -0.73783 1.41848 -1.27222 -0.4 0.2 0.3 -0.66
C 0.18005 1.75731 -0.11193 0.5 0.3 -0.4 -1.23
C 0.38259 0.61623 0.87412 -0.1 0.1 0.5 1.86
N 0.73529 -0.59374 0.13412 0.1 0.0 -0.2 0.13
O 0.90251 -1.68018 1.01782 0.2 0.1 0.1 -0.46
C 1.58250 0.94790 1.77326 0.2 -0.1 0.2 -1.83
C -0.86597 0.49623 1.78527 0.0 -0.2 -0.6 -1.22
C 0.92262 -1.99147 -1.83683 0.1 0.0 0.2 -1.91
H -1.86897 -1.95163 -1.69740 0.0 0.1 -0.1 0.45
H -1.97637 -1.19619 -0.09875 0.0 0.2 -0.2 0.29
H -1.16578 -2.71894 -0.30827 0.2 0.1 -0.1 0.45
H 0.62254 0.40490 -2.62082 0.2 0.0 0.3 0.38
H -1.01636 -0.13104 -2.70585 0.1 0.0 0.0 0.42
H -1.76930 1.27179 -0.92614 0.1 -0.1 0.1 0.32
H -0.79858 2.28262 -1.93577 0.1 -0.1 -0.2 0.39
H -0.14763 2.65007 0.43245 -0.2 -0.1 0.0 0.41
H 1.15963 2.02608 -0.52965 0.0 -0.1 0.1 0.38
H 1.64234 0.26633 2.62575 -0.1 0.1 0.0 0.36
H 2.52872 0.84854 1.24152 -0.1 0.0 -0.2 0.42
H 1.54088 1.98708 2.12501 -0.2 0.0 0.0 0.25
H -1.77822 0.43292 1.19369 -0.1 0.1 0.1 0.31
H -0.82199 -0.38813 2.42128 0.1 0.1 0.2 0.40
H -0.95063 1.40079 2.39127 0.0 0.0 0.1 -0.23
H 0.45862 -2.25788 -2.78707 0.0 0.0 0.0 0.40
H 1.11636 -2.89949 -1.26783 -0.1 0.0 0.0 0.37
H 1.88692 -1.51729 -2.02047 -0.1 0.0 -0.1 0.46
H 0.02367 -1.96876 1.30456 -0.1 -0.1 -0.1 0.34



15
Properties=species:S:1:pos:R:3:forces:R:3:mulliken_charge:R:1 method="wB97M-V/def2-TZVPD" homo_lumo_gap_ha=0.363 fmax_ev_per_a=6.0 e_lumo_ev=0.6 homo_energy_ev=-9.3
C 0.42509 1.23318 1.62524 -1.4 3.0 2.0 -0.82
C -0.03123 1.07711 0.39871 0.5 -0.4 1.2 0.00
C 0.13741 0.17855 -1.78170 4.1 -2.9 -3.3 -1.30
C -0.70190 -1.58834 0.43598 1.6 2.9 -4.0 -0.45
C 0.40721 -0.15539 -0.39437 -1.7 -1.2 4.0 0.35
Cl -2.35071 -1.37909 -0.17802 0.4 -0.5 -0.1 -0.18
Br 2.24512 -0.79628 0.21876 -1.2 0.4 -1.0 -0.15
H 0.14085 2.09422 2.33378 0.0 -1.0 -1.6 0.20
H 1.05542 0.61529 2.17790 1.2 -1.3 0.2 0.28
H -0.77160 1.84433 0.09582 0.6 -0.9 -0.7 0.24
H 0.58070 -0.57291 -2.58902 -1.2 1.0 1.8 0.28
H -0.88591 0.19376 -1.83682 -2.6 0.4 -0.7 0.38
H 0.65172 1.07440 -2.10709 -0.3 0.6 0.4 0.41
H -0.14023 -2.46121 0.16275 -0.4 -0.6 -0.2 0.40
H -0.76193 -1.35760 1.43807 0.4 0.5 2.0 0.36



11
Properties=species:S:1:pos:R:3:forces:R:3:mulliken_charge:R:1 method="wB97M-V/def2-TZVPD" homo_lumo_gap_ha="0.288 / 0.288" fmax_ev_per_a=5.3 smiles="C=[S@@](=O)([O-])OC" e_lumo_ev="4.1 / 4.1" charge=-1 homo_energy_ev="-3.7 / -3.7"
C -1.57155 -0.75024 -0.97192 -1.3 0.7 -0.6 -0.70
C 1.68376 0.10167 0.27805 0.0 -1.8 0.6 -0.57
O -0.39116 1.90989 0.30098 -1.3 -5.1 -0.1 -0.86
O -1.48052 -0.30928 1.64328 -0.1 -0.1 -0.3 -0.60
O 0.56730 -0.83279 0.24733 -0.8 1.3 -0.5 -0.26
S -0.89135 -0.06300 0.34248 1.3 4.1 1.0 0.78
H -0.80113 -0.37133 -1.67412 -1.0 -0.5 -0.6 0.23
H -2.68780 -0.52016 -1.14177 2.0 -0.1 0.2 0.22
H 2.27553 -0.07533 -0.66737 -0.1 0.2 1.4 0.19
H 2.04500 -0.17010 1.28757 1.4 0.4 -0.9 0.22
H 1.25192 1.08067 0.35548 0.0 0.9 -0.4 0.36



82
Properties=species:S:1:pos:R:3:forces:R:3:mulliken_charge:R:1 method="wB97M-V/def2-TZVPD" homo_lumo_gap_ha=0.211 fmax_ev_per_a=0.7 e_lumo_ev=3.7 charge=-2 homo_energy_ev=-2.0
Rb -1.05564 0.49973 0.00722 -0.2 0.5 -0.4 0.83
C -4.00266 4.22690 2.61706 0.0 0.0 0.0 -1.59
C -3.37842 3.06767 1.88195 0.0 -0.2 0.0 0.26
N -2.63668 3.18062 0.84120 -0.1 0.6 0.3 0.58
N -2.52400 4.48148 0.39580 -0.1 -0.4 0.1 -0.94
C -1.40065 4.79610 -0.18360 0.0 0.3 -0.3 0.24
N -1.43366 6.07322 -0.77345 0.0 -0.1 0.1 -0.52
S 0.05950 3.92521 -0.32569 0.1 -0.1 0.0 -0.41
C -3.62138 1.70758 2.43138 0.1 0.0 -0.1 0.57
C -3.84173 1.54061 3.80202 0.0 -0.1 0.0 -0.72
C -4.03660 0.26784 4.31025 0.0 0.1 -0.1 -0.42
C -4.03350 -0.80902 3.43874 0.0 0.0 0.0 -0.58
C -3.82121 -0.54937 2.09472 0.1 0.0 0.0 -0.04
N -3.61424 0.66477 1.59384 -0.1 0.0 0.1 -0.28
H -4.16852 5.04530 1.92151 0.0 0.0 0.0 0.42
H -4.94196 3.92873 3.08790 0.0 0.0 0.0 0.44
H -3.33227 4.59525 3.40121 0.0 0.0 0.0 0.27
H -2.14443 6.66435 -0.36631 0.0 0.0 0.0 0.23
H -0.52005 6.49131 -0.82630 0.0 0.0 0.0 0.23
H -3.81507 2.39875 4.45976 0.0 0.0 0.0 0.33
H -4.16629 0.11709 5.37488 0.0 0.0 0.0 0.37
H -4.15138 -1.82663 3.78584 0.0 0.0 0.0 0.35
H -3.78979 -1.36676 1.37944 0.0 0.0 0.0 0.38
C 1.95072 -1.66591 -2.20343 0.0 0.0 0.0 -1.24
C 0.82559 -1.68847 -3.20085 -0.1 0.0 0.0 0.65
C 0.97493 -2.41182 -4.40357 0.0 0.0 0.0 -1.09
C -0.02914 -2.40370 -5.32698 0.0 0.0 0.0 -0.80
C -1.21324 -1.67809 -5.07265 -0.1 0.0 0.0 1.06
C -2.30747 -1.59779 -5.96674 0.0 0.0 0.1 -0.04
Br -2.26428 -2.50942 -7.64640 0.0 0.0 0.0 -0.33
C -3.41765 -0.86160 -5.64314 0.0 0.0 0.0 -0.27
C -3.49922 -0.18627 -4.43310 0.0 0.0 0.0 -0.10
Br -5.08155 0.79894 -4.05720 0.0 0.0 0.0 -0.25
C -2.48031 -0.19167 -3.43748 0.0 0.0 0.0 -0.02
O -2.56173 0.39374 -2.34353 0.1 -0.1 -0.2 -0.45
C -1.28685 -0.98651 -3.83237 0.0 0.0 0.0 -0.72
N -0.26881 -1.00946 -2.93940 0.0 0.0 0.0 0.68
H 2.29696 -2.67825 -1.97868 0.0 0.0 0.0 0.45
H 1.62392 -1.19379 -1.28184 0.0 0.0 0.0 -0.16
H 2.80085 -1.10179 -2.60116 0.0 0.0 0.0 0.49
H 1.89256 -2.96070 -4.58426 0.0 0.0 0.0 0.47
H 0.06793 -2.94675 -6.25786 0.0 0.0 0.0 0.30
H -4.24852 -0.80337 -6.33404 0.0 0.0 0.0 0.38
N 5.57380 -1.69078 5.47914 -0.1 0.0 -0.1 -0.66
C 4.29508 -1.55119 4.88741 0.1 0.0 0.0 1.23
C 3.37338 -2.59338 4.94396 -0.1 0.0 0.0 -0.78
C 2.11059 -2.44353 4.38951 0.1 0.0 0.0 -0.27
C 1.75473 -1.24965 3.78018 0.0 -0.1 0.0 -0.93
C 2.65863 -0.19952 3.74671 -0.1 0.1 0.0 -0.38
C 3.92273 -0.34806 4.29325 0.1 0.0 0.0 -0.96
S 0.14615 -1.06825 3.02917 0.1 0.2 0.2 1.37
O -0.08172 0.36422 3.00272 -0.1 -0.1 0.1 -0.78
O -0.74977 -1.88624 3.82049 0.0 0.0 0.0 -0.78
N 0.23118 -1.50600 1.52454 0.1 -0.4 -0.1 0.27
C 0.27605 -2.78625 1.09883 0.1 0.0 0.2 -0.28
N -0.19276 -2.96954 -0.15932 0.1 -0.1 -0.1 -0.07
C -0.07111 -4.17257 -0.68501 -0.1 0.1 0.0 0.00
C 0.47432 -5.24968 0.00457 0.0 0.0 0.0 -0.98
C 0.87589 -4.97795 1.30074 0.0 0.1 0.0 -0.14
N 0.79490 -3.78073 1.86082 -0.1 0.0 -0.1 -0.33
H 5.89787 -2.64702 5.45982 0.0 0.0 0.0 0.23
H 6.26168 -1.09714 5.03865 0.0 0.0 0.0 0.24
H 3.64864 -3.52819 5.42187 0.0 0.0 0.0 0.26
H 1.39394 -3.25129 4.41103 0.0 0.0 0.0 0.43
H 2.34932 0.74131 3.30710 0.0 0.0 0.0 0.83
H 4.62591 0.47858 4.26462 0.0 0.0 0.0 0.29
H -0.43337 -4.28587 -1.70560 0.0 0.0 0.0 0.43
H 0.56383 -6.23362 -0.43382 0.0 0.0 0.0 0.38
H 1.29328 -5.76683 1.92359 0.0 0.0 0.0 0.38
Se 3.06189 1.49383 0.43122 0.1 -0.2 -0.1 0.32
N 1.80233 1.24830 -0.78488 0.1 0.2 0.2 -0.06
C 2.19772 1.87838 -1.86921 0.0 0.0 0.0 0.10
C 1.41229 1.96589 -3.06342 0.0 0.0 0.0 0.12
C 1.92821 2.63117 -4.12141 0.0 0.0 0.0 -0.73
C 3.22614 3.24789 -4.06223 0.0 0.0 0.0 -0.43
C 3.99550 3.20447 -2.94895 0.0 0.0 -0.1 -0.70
C 3.49825 2.51433 -1.79768 0.0 -0.1 -0.1 0.68
N 4.14632 2.39347 -0.65592 -0.1 0.1 0.1 -0.94
H 0.43035 1.51068 -3.06733 0.0 0.0 0.0 0.48
H 1.35138 2.72421 -5.03291 0.0 0.0 0.0 0.42
H 3.58416 3.77208 -4.94079 0.0 0.0 0.0 0.35
H 4.96822 3.67640 -2.89618 0.0 0.0 0.0 0.42



13
Properties=species:S:1:pos:R:3:forces:R:3:mulliken_charge:R:1 method="wB97M-V/def2-TZVPD" homo_lumo_gap_ha=0.418 fmax_ev_per_a=5.6 smiles="C=[N+](C)C=[NH2+]" e_lumo_ev=-11.0 charge=+2 homo_energy_ev=-22.4
C 0.93811 -1.32574 -0.44452 2.9 0.7 1.1 -0.01
C -1.33184 -0.26588 0.21120 2.0 1.8 -0.9 0.05
C 0.98917 0.77352 0.93821 2.5 0.1 -1.3 -0.71
N -1.83934 0.51154 -0.69802 -0.2 -0.6 0.2 -0.19
N 0.43618 -0.39114 0.24063 -5.6 0.0 -0.4 0.04
H 2.07136 -1.31422 -0.42350 -1.2 -0.3 -0.4 0.31
H 0.38743 -2.09097 -0.92762 -0.6 -0.6 -0.5 0.32
H -2.05287 -0.60100 1.03475 1.6 -0.2 -0.8 0.39
H 0.19007 1.43979 1.05855 -0.8 1.4 -0.2 0.33
H 1.89431 1.16963 0.33390 -1.7 -0.4 0.9 0.38
H 1.31461 0.55217 1.92945 0.3 -0.7 0.7 0.35
H -2.88909 0.61499 -0.54913 1.3 0.2 -0.7 0.36
H -1.42014 1.02283 -1.58811 -0.6 -1.4 2.3 0.39



E readings, ordered: -6312.266 -10471.181 -13720.234 -87876.802 -19128.573 -286006.514 -6198.844 eV
Relative energy (zero: lowest compared OMol25 entry of this formula, charge and spin) readings, ordered: 669.0 493.5 79.7 160.5 491.0 25.8 213.1 kJ/mol